Molecular formula: C50H145N11O17
Method: DFT, wB97M-V/def2-TZVPD

As for the total energy: -105385.274 eV.

```
223
Properties=species:S:1:pos:R:3:forces:R:3
O 19.1163 23.8658 6.9930 1.240 -1.583 1.653
O 22.9853 25.5025 12.7090 -0.968 -1.707 1.009
O 16.2898 29.2027 6.3461 -0.360 -0.534 -1.725
O 19.7820 24.4281 1.1027 1.462 -0.503 0.422
O 24.6139 23.0423 8.1169 -0.623 1.023 0.839
O 19.2940 19.3482 2.7095 0.851 0.177 0.525
O 22.4209 19.4215 11.6187 1.232 -0.145 -0.157
O 14.7764 22.6190 8.9616 -0.275 -0.664 -0.388
O 22.9062 26.8655 5.4433 -0.303 2.153 1.695
O 18.8667 22.2431 13.0381 0.086 -1.327 0.427
O 16.7470 27.9504 11.1068 0.641 0.766 1.902
O 15.9071 29.6613 1.8886 -0.541 0.874 0.757
O 25.4077 31.4721 5.0652 -1.268 -0.355 -0.276
O 23.5064 23.5195 10.7443 -2.065 1.626 -1.882
O 18.8042 18.2392 5.9558 -2.273 -1.172 0.006
O 14.5852 18.6665 3.3422 0.952 0.159 0.875
O 12.0395 27.1627 3.6176 0.035 0.585 0.169
N 14.6978 21.2801 4.1558 -0.926 -0.219 0.200
N 13.0426 23.6721 2.7863 0.054 0.533 -1.106
N 16.3527 33.3270 1.3590 -0.718 -1.460 -1.519
N 21.0568 28.7710 5.9671 -1.686 -0.498 -0.736
N 21.8692 18.8048 1.9210 0.167 0.435 1.474
N 18.4547 30.4292 4.8806 -0.468 0.523 -3.051
N 18.5273 26.8963 4.9740 -0.087 -0.968 0.920
N 23.8103 16.0426 11.9737 0.173 -0.750 0.959
N 16.6301 25.3341 2.6023 -1.367 -0.182 1.598
N 19.0576 30.7158 12.2581 0.081 1.655 0.194
N 23.8378 28.5122 3.1322 1.372 1.054 -0.079
C 16.9085 30.3416 6.8784 1.008 0.481 -0.350
C 18.3721 25.9222 6.1287 -0.010 0.980 -1.475
C 18.8156 25.1439 1.8461 1.079 0.252 -0.310
C 24.3749 29.8916 3.3831 -1.598 0.712 1.452
C 18.7381 29.4674 11.6779 -0.020 -2.676 -0.338
C 13.7416 17.5806 3.5336 -1.521 -0.720 -0.950
C 18.0991 19.2703 2.0044 -0.189 -0.911 -0.254
C 14.8972 28.9720 6.6636 1.347 0.353 0.779
C 22.5094 18.0004 11.5625 0.228 0.972 1.873
C 23.8315 26.5598 12.5928 0.336 2.021 -0.616
C 16.3391 31.9992 2.0332 0.270 1.502 2.184
C 21.5582 20.0039 2.7052 2.089 1.013 -0.653
C 19.5375 28.4508 12.5409 -1.276 -0.942 -0.148
C 15.4991 32.1525 3.3501 1.220 -1.538 -0.672
C 26.1547 31.6763 6.2318 1.029 0.067 -0.381
C 25.1969 30.1116 4.7316 -0.277 -0.990 -1.458
C 24.9970 17.9500 11.2512 0.477 0.135 -0.035
C 21.2844 19.8735 10.9784 -0.777 0.133 -0.830
C 13.7285 25.1366 4.5886 -0.248 1.283 1.222
C 12.6242 24.8277 3.5857 0.461 -0.068 0.760
C 21.1446 24.8196 1.4046 -0.789 -0.371 -0.686
C 11.9274 28.5008 3.0778 -0.466 -1.527 0.286
C 18.3864 30.5008 6.2397 -0.295 -0.950 4.683
C 22.7385 21.0301 2.4368 -1.241 -0.126 -0.766
C 19.2767 31.6491 6.8426 -2.465 -0.387 -0.823
C 12.3263 26.0850 2.7251 0.788 -0.009 1.041
C 16.2246 20.8922 5.8428 2.684 0.589 0.256
C 23.0731 30.7340 3.5387 1.162 1.317 -1.134
C 14.4336 23.4306 10.0455 0.750 1.370 0.675
C 22.6854 27.1483 6.8779 -0.764 2.611 -2.163
C 16.9129 25.5938 6.2403 -1.243 0.101 0.409
C 23.8684 17.4731 12.1199 -1.359 0.932 -1.513
C 20.2608 24.0625 7.8339 -0.616 0.612 0.292
C 22.1510 28.6192 6.8769 -1.151 -0.195 -0.982
C 16.8686 24.4791 0.3722 0.433 -0.728 -0.509
C 17.1876 29.2387 11.5654 0.800 -0.188 -0.674
C 19.1934 24.6849 5.9127 0.162 1.285 -2.846
C 15.3424 18.9815 4.5111 -0.042 0.184 0.091
C 23.6906 25.7636 5.2717 0.052 -1.877 0.580
C 15.5774 28.4835 1.1976 0.258 0.079 -1.416
C 19.8237 19.0932 6.2248 2.752 0.330 -0.218
C 19.6124 23.1528 12.2938 -0.196 1.430 -0.336
C 15.8359 20.4374 4.4755 -1.181 -0.418 -0.823
C 20.1305 20.4685 2.3996 -0.188 -0.294 0.677
C 17.4746 24.4900 1.7815 -0.497 1.654 -1.149
C 24.2238 22.8495 11.6691 1.493 -1.868 1.173
C 21.6438 29.0188 8.2269 0.940 0.284 1.566
C 24.2034 21.7411 7.8281 0.805 -1.142 -1.333
C 17.1446 27.5855 9.8340 -0.340 -0.266 -1.077
C 15.8456 30.9222 1.1529 -0.340 -2.732 -1.264
H 21.3140 20.9467 10.7899 0.247 0.029 0.347
H 15.5317 21.0731 6.6645 -0.779 -1.079 -0.361
H 19.9741 20.7505 1.3584 0.238 0.175 -0.171
H 21.5487 24.2679 2.2534 -0.354 0.473 0.674
H 23.0007 15.7085 12.4768 -0.078 -0.387 0.033
H 17.5327 20.2012 1.9795 -0.034 0.008 0.019
H 24.8129 17.5198 10.2668 0.210 0.098 -0.260
H 23.9646 17.7924 13.1576 0.080 -0.218 0.037
H 15.4195 33.3151 0.9730 -0.195 0.570 -0.665
H 16.7387 29.5095 12.5210 -0.109 -0.644 0.163
H 18.8252 26.1591 1.4496 -0.637 0.370 -0.418
H 14.1925 20.9387 4.9609 -1.454 1.072 0.383
H 21.2083 19.3968 10.0011 -0.129 -0.081 -0.376
H 21.1909 18.1828 2.3371 -0.171 -0.840 -1.164
H 21.2285 28.8096 4.9726 0.459 -0.152 0.071
H 11.7119 24.5982 4.1364 -0.108 -0.178 0.006
H 18.2562 31.3311 4.4716 -0.010 0.272 -0.365
H 17.5537 18.4614 2.4906 -0.470 0.313 0.069
H 18.9571 24.1877 4.9720 -0.637 -0.471 0.022
H 13.9404 23.9692 2.4316 0.317 0.424 -0.967
H 26.1669 29.6220 4.6448 0.259 -0.217 0.030
H 22.4507 30.5106 4.4052 -0.004 -0.406 -0.228
H 26.3487 32.7440 6.3345 -0.352 0.024 0.015
H 22.5448 29.0385 8.8401 -0.111 -0.176 0.662
H 25.2441 23.2327 11.6830 0.271 -0.035 0.499
H 16.8542 25.2716 3.5851 0.160 -0.775 0.178
H 23.3204 31.7936 3.6029 0.337 0.121 0.570
H 22.2765 17.6032 10.5746 0.239 0.050 -0.311
H 18.8899 23.8532 11.8747 0.261 0.404 -0.486
H 23.7026 26.9045 11.5668 0.706 0.651 -0.157
H 14.5465 28.1175 6.0848 0.196 0.004 0.182
H 14.7051 28.5185 0.5449 -0.695 0.574 0.315
H 22.6744 21.9156 3.0692 0.097 0.036 -0.096
H 23.7560 22.8851 12.6530 0.147 0.028 -0.002
H 23.0589 24.9749 11.9104 -0.099 -0.252 -0.203
H 21.5952 19.7554 3.7659 -0.055 -0.232 0.041
H 14.9397 28.7994 7.7390 -0.750 -0.465 0.147
H 19.2273 31.6430 7.9314 0.748 -0.299 -0.034
H 22.8908 29.3387 6.5260 0.914 -0.306 0.563
H 15.4361 27.6096 1.8336 0.184 0.455 0.399
H 23.0422 24.9328 5.5499 0.310 -0.860 -0.098
H 19.7980 21.2606 3.0706 0.182 0.528 -0.161
H 14.4729 32.3667 3.0514 0.111 0.912 0.423
H 24.5817 29.5168 5.4067 0.140 0.369 0.914
H 15.4440 23.1184 8.4856 0.054 -0.205 -0.240
H 16.6131 21.9081 5.7716 0.480 0.092 -0.339
H 19.9721 30.8284 11.8445 0.484 0.953 0.629
H 11.4855 25.9101 2.0539 0.203 0.022 -0.367
H 14.1642 20.8307 3.4255 0.016 -0.019 -0.729
H 18.8913 26.2972 7.0107 -0.867 0.679 0.627
H 21.2332 30.0194 8.3627 0.074 0.240 -0.781
H 17.6765 29.8398 4.6215 -0.064 -0.364 -0.787
H 17.0564 20.2460 6.1231 0.028 0.099 0.759
H 18.8118 29.5474 6.5529 0.051 -0.189 0.644
H 18.7381 32.5619 6.5880 0.161 0.407 -0.205
H 20.3105 25.1363 8.0146 0.282 0.149 0.326
H 17.4424 25.0560 -0.3531 0.194 0.002 0.063
H 23.6854 15.8023 11.0007 0.002 -0.069 -0.126
H 18.4303 22.6987 13.7617 0.079 0.076 -0.058
H 21.7336 17.6869 12.2611 -0.292 -0.715 -0.047
H 14.6406 25.5603 4.1684 -0.038 -0.480 -0.577
H 20.1423 23.5767 8.8024 -0.273 -0.196 -0.211
H 21.8382 24.5154 0.6207 -0.499 -0.061 -0.571
H 25.9391 17.5492 11.6254 0.065 0.049 -0.075
H 23.5272 27.3731 13.2516 -0.349 0.021 0.074
H 24.5658 27.8397 2.9374 0.274 -0.032 -0.055
H 16.6922 24.7616 6.9087 0.189 0.056 0.182
H 23.2274 21.4494 8.2160 -0.005 0.624 0.424
H 19.0089 25.3594 2.8969 0.786 -0.698 0.340
H 23.5934 27.2793 7.4666 0.328 -1.163 -0.080
H 20.2318 31.6753 6.3181 0.168 -0.092 0.578
H 16.8076 26.3256 2.5284 0.349 0.180 -1.043
H 20.3629 19.6313 11.5078 -0.134 0.032 0.296
H 11.2130 28.4605 2.2555 -0.242 0.361 -0.025
H 16.6469 28.1527 9.0475 -0.535 0.264 -0.075
H 20.1396 19.0974 7.2680 -0.660 0.131 0.333
H 15.4245 31.2446 3.9487 0.135 -0.425 -0.250
H 17.3563 31.6763 2.2548 0.186 0.320 0.335
H 13.2362 17.4942 2.5717 0.095 -0.553 -0.070
H 16.3398 28.2658 0.4495 0.607 -0.280 0.104
H 22.5575 30.7680 2.5790 -0.547 -0.813 0.212
H 15.8379 24.8260 0.2987 0.002 -0.098 0.451
H 20.6148 28.6078 12.5958 -0.108 0.633 -0.044
H 16.1400 18.2615 4.6946 0.223 -0.122 -0.189
H 25.3322 23.3504 7.5595 -0.053 -0.364 -0.076
H 18.1887 27.7119 9.5475 0.460 -0.279 0.664
H 18.2719 18.9016 0.9933 0.063 0.293 -0.415
H 21.7100 19.0365 0.9509 -0.379 -0.512 -0.179
H 16.5562 20.5864 3.6711 0.549 -0.100 0.606
H 14.6644 18.9139 5.3618 -0.151 -0.039 0.356
H 13.8781 22.9535 10.8529 -0.086 -0.435 -0.508
H 21.2165 23.7716 7.3980 -0.079 -0.312 -0.382
H 23.3547 28.1719 3.9513 -0.118 0.032 0.233
H 17.0093 30.1363 7.9442 0.082 0.701 0.419
H 16.1223 32.7969 3.9701 -0.927 0.826 0.054
H 24.0378 25.6018 4.2513 -0.113 0.432 -0.057
H 16.3747 34.2092 1.8501 0.421 -0.534 1.001
H 16.8197 26.5493 9.7400 0.321 -0.045 -0.263
H 12.8399 28.9641 2.7026 0.459 -0.363 0.086
H 23.7546 20.6395 2.3811 -0.171 -0.696 1.165
H 15.3586 23.8065 10.4828 0.145 -0.011 0.492
H 19.2079 29.4499 10.6945 -0.441 -0.426 -0.635
H 21.8978 26.4855 7.2363 0.368 -0.181 0.342
H 20.4640 29.5557 6.1972 0.364 -0.106 -0.081
H 13.9751 24.3192 5.2663 0.019 -0.376 -0.390
H 20.1823 22.7079 11.4781 -0.317 -0.473 0.180
H 19.7078 20.1121 5.8553 -0.318 0.156 0.042
H 17.5293 23.4434 2.0812 -0.125 0.239 0.769
H 24.9479 21.0249 8.1756 -0.057 -0.234 0.217
H 20.3285 23.7337 12.8750 0.110 -0.042 0.263
H 14.2184 29.8103 6.5071 0.288 0.357 -0.369
H 24.8835 26.4278 12.8457 0.247 -0.647 -0.199
H 17.7961 27.5853 5.0774 -0.430 0.059 0.023
H 13.4485 22.9228 3.3285 -0.694 -0.223 1.006
H 16.4287 25.3331 5.2992 0.631 -0.353 -0.223
H 20.8943 28.3834 8.6987 0.135 -0.534 -0.304
H 22.7165 21.3133 1.3845 -0.742 0.613 -0.202
H 23.6298 23.0074 9.9417 -0.174 0.859 -0.461
H 24.5240 25.7633 5.9744 0.424 -0.031 -0.132
H 19.3600 27.4500 5.1160 0.538 -0.053 0.065
H 19.0951 28.4566 13.5371 0.273 0.167 0.189
H 24.2501 21.8263 11.2943 0.379 -0.541 0.858
H 24.1379 21.6010 6.7491 -0.139 -0.111 -0.193
H 19.4558 27.4150 12.2116 -0.263 -0.062 -0.347
H 16.7539 29.9348 10.8475 0.286 0.603 -0.198
H 25.0769 19.0321 11.1478 -0.140 -0.026 0.138
H 13.2844 26.3384 2.2714 -0.079 -0.114 -0.936
H 16.3033 31.2170 6.6430 -0.129 0.363 0.293
H 27.1365 31.2305 6.0730 0.301 -0.263 0.274
H 12.9105 17.6627 4.2341 -0.020 1.088 0.532
H 16.4550 30.7455 0.2666 0.493 0.519 -0.128
H 20.1708 25.0943 5.6572 0.810 -0.303 0.479
H 18.4959 31.4389 11.8319 -0.182 0.405 -0.044
H 20.7016 18.6628 5.7429 0.562 0.456 -0.210
H 16.9071 23.4310 0.0754 -0.215 0.092 -0.625
H 21.1862 25.9079 1.4481 0.236 0.030 0.550
H 14.8502 31.0392 0.7244 -0.542 0.334 0.396
H 14.1400 16.6184 3.8555 1.017 0.002 -0.395
H 25.7431 31.2812 7.1606 -0.416 -0.120 -0.068
H 18.9967 17.7577 5.1479 -0.096 0.174 -0.018
H 11.5582 29.0762 3.9268 -0.116 0.160 -0.289
H 24.9575 30.2943 2.5545 -0.130 -0.384 -0.220
H 13.4170 25.9376 5.2591 -0.340 0.136 0.169
H 16.2698 26.4321 6.5083 0.302 0.295 0.587
H 13.9267 24.3431 9.7314 -0.539 -0.051 -0.089
```
Forces are in eV/Å.